Here is a structure of composition C30H46BrFeN3P2 in a non-equilibrium geometry from the OMol25 dataset. Energies are from ωB97M-V/def2-TZVPD.

XYZ file:
```
83
Properties=species:S:1:pos:R:3:forces:R:3
C 2.8466 5.1012 -1.0187 -0.1 0.0 -0.3
C 1.7822 4.5678 -1.7611 0.5 0.2 -0.1
C 1.8608 4.4881 -3.1663 0.2 0.2 0.4
C 3.0403 4.9586 -3.7622 -0.9 -0.3 0.5
N 4.0358 5.4700 -3.0446 0.7 0.1 -0.4
C 3.9736 5.5404 -1.7221 -0.9 -0.3 0.5
C 0.6174 4.1482 -1.0532 -1.9 0.1 0.0
C -0.4878 3.9120 -0.5835 1.5 -0.5 0.0
C -1.4567 3.1181 0.1203 0.1 -0.3 0.2
C -0.9893 2.2067 1.0951 -0.4 1.0 0.4
C -1.9776 1.5404 1.8663 -0.1 -0.5 -1.0
C -3.1178 1.3083 1.0976 -0.4 0.2 1.4
C -3.7063 2.1207 0.1794 1.1 1.0 -0.2
C -2.8352 3.2027 -0.1522 -0.7 -0.5 -0.4
Fe -1.7180 -0.5281 1.3362 3.5 -0.8 -1.6
P 0.9241 -0.4575 0.2977 0.4 0.5 -0.4
H 1.0044 4.1142 -3.7414 0.5 0.1 0.2
H 2.7321 5.2037 0.0662 0.3 0.0 -0.5
H 3.1287 4.9155 -4.8503 0.2 0.2 0.3
H 4.8010 5.9645 -1.1536 0.0 0.0 -0.5
H -3.2189 4.0833 -0.6715 0.1 -0.5 -0.2
H 0.0778 2.1375 1.3351 -0.7 0.4 0.0
H -4.7070 2.0040 -0.2183 0.1 0.1 0.0
H -1.8542 1.1597 2.8809 -0.3 0.3 -0.6
C 1.7407 -2.1033 0.4308 -0.2 -0.1 0.0
C 2.9454 -2.4113 -0.4694 0.2 -0.3 0.0
H 0.9448 -2.8506 0.2768 0.3 0.1 0.1
H 2.0443 -2.1770 1.4854 -0.1 -0.1 -0.1
H 3.2220 -3.4646 -0.3075 0.0 0.3 -0.1
H 2.7208 -2.2865 -1.5420 0.1 0.0 0.5
H 3.8267 -1.8065 -0.1992 -0.5 -0.3 -0.3
C 1.0619 0.1110 -1.4603 -0.3 -0.2 -0.1
C 2.3970 0.6596 -1.9721 0.3 0.1 -0.3
H 0.3004 0.9035 -1.5765 0.1 -0.3 0.0
H 0.7515 -0.7397 -2.0866 0.0 0.4 0.2
H 2.2702 0.9085 -3.0370 0.1 0.0 0.3
H 2.6894 1.5904 -1.4618 -0.1 -0.4 -0.1
H 3.2242 -0.0665 -1.9136 -0.4 0.3 0.1
C 2.1311 0.6829 1.1372 -0.4 0.0 0.3
C 3.6295 0.3600 1.1399 0.4 0.2 0.0
H 1.7795 0.7536 2.1782 0.2 0.1 -0.2
H 1.9962 1.6650 0.6592 -0.1 -0.2 0.2
H 4.1226 1.1366 1.7483 -0.1 -0.3 -0.2
H 3.8706 -0.6171 1.5924 -0.2 0.4 -0.2
H 4.0815 0.4269 0.1336 -0.3 -0.2 0.5
Br -3.8049 -1.2477 1.4775 -2.0 0.5 0.8
P -1.9874 -2.0403 -1.1243 -0.3 0.3 0.5
C -0.7630 -2.7893 -2.2579 0.5 0.0 0.0
C -1.2512 -4.0146 -3.0226 -0.2 -0.5 -0.3
H 0.1012 -3.0516 -1.6277 -0.1 0.0 -0.4
H -0.4295 -2.0285 -2.9766 -0.1 -0.1 0.3
H -0.4924 -4.3801 -3.7239 0.0 0.2 0.2
H -1.4800 -4.8515 -2.3582 0.0 0.1 -0.1
H -2.1439 -3.8041 -3.6223 0.1 0.0 0.2
C -3.0460 -3.4447 -0.5575 0.0 0.2 0.3
C -4.4732 -3.3981 -1.1034 -0.4 -0.3 -0.1
H -3.0891 -3.3245 0.5400 0.0 -0.3 -0.5
H -2.5553 -4.4131 -0.7367 -0.1 0.5 -0.1
H -5.1093 -4.0946 -0.5344 0.2 0.2 -0.2
H -4.9226 -2.3968 -0.9977 0.2 -0.4 -0.1
H -4.5082 -3.7057 -2.1610 0.0 0.2 0.4
C -2.9076 -0.7801 -2.1189 -0.1 0.0 0.1
C -3.3563 -1.2353 -3.5069 -0.3 0.0 -0.3
H -2.2309 0.0871 -2.2034 -0.1 -0.3 0.1
H -3.7653 -0.4251 -1.5271 0.3 -0.2 -0.1
H -3.9074 -0.4262 -4.0090 0.2 -0.2 0.2
H -2.5069 -1.4932 -4.1544 -0.2 0.0 0.2
H -4.0400 -2.0934 -3.4439 0.3 0.3 -0.1
C 1.1660 -2.9580 5.3555 0.2 -0.6 0.2
C 0.6073 -1.7980 4.6375 -0.3 0.7 -0.1
C 0.5805 -0.4795 5.0550 0.1 0.1 -0.3
C -0.0927 0.2706 4.0798 0.3 -1.7 -0.3
N -0.4819 -0.5769 3.0709 0.3 -0.2 0.9
N -0.0359 -1.8336 3.4482 0.0 0.4 0.1
C -0.1544 1.7612 4.1197 0.2 0.6 0.2
H 1.9553 -2.6254 6.0427 -0.2 -0.1 -0.3
H 0.4003 -3.4435 5.9797 0.1 0.1 -0.3
H 1.5785 -3.6966 4.6580 0.0 0.1 0.3
H 1.0949 -0.0787 5.9171 -0.2 -0.1 0.0
H -0.0916 -2.6370 2.8054 -0.1 0.8 0.6
H 0.4046 2.0767 5.0111 -0.2 -0.1 -0.3
H 0.3821 2.1772 3.2551 -0.3 0.0 0.4
H -1.1502 2.2381 4.1829 0.5 -0.4 0.1
```
Positions in Å, forces in eV/Å.

## Properties
- Energy relative to the best compared isomer or geometry (same formula, charge and spin): 618.5 kJ/mol
- Spin multiplicity: 5
- LUMO level (alpha / beta): -0.33154 / -0.27419 Eh
- Total charge: +2
- HOMO (alpha / beta): -13.2128 / -13.7591 eV
- HOMO-LUMO gap (alpha / beta): 4.191 / 6.298 eV

***

Here is a structure of composition C30H46BrN3P2Pd in a non-equilibrium geometry from the OMol25 dataset. Energies are from ωB97M-V/def2-TZVPD.

XYZ file:
```
83
Properties=species:S:1:pos:R:3:forces:R:3
N 8.2057 2.0501 -1.7279 0.3 0.1 0.1
C 7.7938 1.7717 -0.4882 -0.7 -0.2 -0.6
C 6.4899 1.3459 -0.2395 -0.2 0.0 -0.4
C 5.5669 1.2140 -1.3168 0.2 0.2 -0.1
C 6.0268 1.5227 -2.6044 0.4 0.0 0.4
C 7.3654 1.9329 -2.7504 -0.7 -0.3 0.1
C 4.1836 0.8180 -0.9648 0.7 -0.1 0.1
Pd 1.0772 -0.0627 -2.1943 -5.1 0.9 -3.3
P -1.8031 -2.0447 -1.3088 -3.4 -2.0 0.7
C 3.0419 0.3302 -1.5541 3.3 1.2 2.1
C 2.0438 0.0018 -0.5184 1.2 -0.7 1.6
C 1.5041 -1.3363 -0.5711 1.0 -0.5 3.7
C 0.8084 -1.7534 0.6248 -0.5 0.1 -1.1
C 0.2082 -0.7799 1.4429 1.2 0.3 -1.0
C 0.9048 0.4365 1.5782 0.2 0.7 -0.3
C 1.8205 0.8413 0.6363 -0.2 -0.7 -0.7
Br -1.5594 -0.8409 1.9870 -0.3 -0.5 0.0
H 4.1388 0.7919 0.1337 -0.2 0.2 -0.5
H 3.0334 -0.0425 -2.6006 0.4 -0.1 0.1
H 6.2123 1.1191 0.7869 -0.2 0.0 -0.2
H 5.3695 1.4518 -3.4642 0.1 0.0 0.0
H 8.5101 1.8867 0.3243 -0.1 0.0 -0.2
H 7.7521 2.1718 -3.7413 0.0 0.0 0.3
H 1.9798 -2.0798 -1.2003 0.1 -0.2 0.2
H 2.3290 1.8077 0.6842 -0.2 -0.4 0.1
H 0.8173 -2.7921 0.9427 -0.8 0.0 -0.6
H 0.7211 1.0645 2.4465 -0.3 -0.1 -0.2
P -1.2578 1.6355 -1.2341 -0.2 1.3 -0.1
C -1.6251 -3.5953 -0.2527 1.3 0.7 0.3
C -2.3353 -4.9229 -0.5420 -0.1 -0.2 -0.2
H -1.8296 -3.2363 0.7644 0.1 -0.2 -0.2
H -0.5350 -3.7307 -0.3097 -0.3 -0.5 0.2
H -1.8845 -5.6561 0.1402 -0.1 0.1 -0.1
H -3.4240 -4.9331 -0.3525 0.6 0.2 -0.1
H -2.1460 -5.2785 -1.5626 0.0 0.1 0.3
C -2.3665 -2.7619 -2.9089 1.7 1.1 -0.5
C -3.6610 -3.5223 -3.0454 -0.5 -0.3 -0.1
H -1.4979 -3.3295 -3.2715 -0.3 0.0 -0.2
H -2.4159 -1.8577 -3.5294 0.0 -0.2 -0.3
H -3.7266 -3.7733 -4.1048 -0.2 -0.1 0.0
H -3.7158 -4.4576 -2.4823 0.0 0.4 -0.2
H -4.5339 -2.9130 -2.8053 0.1 0.0 0.0
C -3.5048 -1.4704 -0.7022 0.7 1.3 0.0
C -4.4906 -2.4402 -0.0595 -0.3 -0.3 0.1
H -3.9876 -0.9700 -1.5574 0.2 0.0 0.2
H -3.2774 -0.7029 0.0555 -0.3 -0.1 -0.5
H -5.3423 -1.8306 0.2652 0.1 -0.1 0.0
H -4.9000 -3.2095 -0.7221 0.3 0.2 0.1
H -4.0994 -2.9407 0.8311 0.0 0.1 -0.1
C -2.7380 2.2040 -0.2751 -0.2 -0.8 0.2
C -3.2772 3.6133 -0.5637 0.0 0.2 -0.1
H -2.4838 2.1218 0.7946 -0.1 -0.1 -0.3
H -3.5041 1.4384 -0.4835 0.1 0.3 0.2
H -2.7035 4.3880 -0.0370 -0.1 -0.3 -0.3
H -3.2990 3.8662 -1.6323 -0.1 -0.1 0.4
H -4.3082 3.6730 -0.1872 0.3 0.0 -0.1
C -1.7709 1.9392 -2.9744 -0.2 -0.7 0.3
C -0.6060 1.8963 -3.9552 -0.3 -0.1 -0.4
H -2.3519 2.8628 -3.0598 0.3 -0.1 0.0
H -2.4848 1.1266 -3.1752 0.1 0.1 -0.2
H -0.1571 2.8820 -4.1247 0.1 -0.4 0.2
H 0.1881 1.1674 -3.6488 -0.1 0.4 -0.2
H -0.9769 1.5232 -4.9136 0.2 0.1 0.0
C -0.1008 3.0408 -0.9172 0.5 -0.3 -0.4
C -0.0088 3.5168 0.5356 0.2 0.1 0.1
H -0.3984 3.8569 -1.5943 0.1 -0.2 0.2
H 0.8847 2.6801 -1.2631 -0.3 0.4 0.1
H 0.9876 3.9517 0.6919 -0.3 0.0 0.1
H -0.7547 4.2885 0.7677 0.2 -0.3 -0.1
H -0.1180 2.6895 1.2477 -0.1 0.3 -0.2
N -1.2477 1.3524 4.7266 -0.5 0.8 -0.6
C -0.4215 0.3619 5.1444 1.2 -1.0 0.8
C 0.1216 0.3470 6.4499 0.0 -0.3 -0.4
C 1.0039 -0.6804 6.7805 -0.4 0.4 -0.4
C 1.2653 -1.6877 5.8403 0.1 -0.4 -0.3
C 0.6504 -1.6188 4.5928 0.5 0.4 1.3
N -0.1040 -0.5834 4.2575 -0.4 0.4 0.2
H -1.8013 1.2262 3.8851 0.3 0.1 0.6
H -1.4770 2.1152 5.3466 -0.1 -0.3 -0.2
H -0.1848 1.1339 7.1325 0.3 -0.2 0.1
H 1.4751 -0.6969 7.7617 -0.1 -0.1 -0.2
H 1.9446 -2.5124 6.0433 -0.2 0.2 0.2
H 0.7722 -2.4126 3.8505 0.1 0.2 0.1
```
Positions in Å, forces in eV/Å.

## Properties
- Energy relative to the best compared isomer or geometry (same formula, charge and spin): 624.3 kJ/mol
- Spin multiplicity: 3
- LUMO level (alpha / beta): -0.22689 / -0.33829 Eh
- Total charge: +2
- HOMO (alpha / beta): -12.4709 / -12.4687 eV
- HOMO-LUMO gap (alpha / beta): 6.297 / 3.263 eV

***

Which formula does entry 2 have?
C30H46BrN3P2Pd

***

What is the formula in the second record?
C30H46BrN3P2Pd

***

Which formula does entry 2 have?
C30H46BrN3P2Pd